{"formula": "C37H102O14", "method": "wB97M-V/def2-TZVPD", "symbols": ["C", "C", "O", "H", "H", "H", "H", "H", "H", "C", "C", "O", "H", "H", "H", "H", "H", "H", "C", "C", "O", "H", "H", "H", "H", "H", "H", "C", "C", "O", "H", "H", "H", "H", "H", "H", "C", "C", "O", "H", "H", "H", "H", "H", "H", "C", "C", "C", "O", "H", "H", "H", "H", "H", "H", "H", "H", "C", "C", "C", "O", "H", "H", "H", "H", "H", "H", "H", "H", "C", "C", "C", "O", "H", "H", "H", "H", "H", "H", "H", "H", "C", "C", "C", "O", "H", "H", "H", "H", "H", "H", "H", "H", "C", "C", "C", "O", "H", "H", "H", "H", "H", "H", "H", "H", "C", "C", "C", "O", "H", "H", "H", "H", "H", "H", "H", "H", "C", "C", "C", "O", "H", "H", "H", "H", "H", "H", "H", "H", "C", "C", "C", "O", "H", "H", "H", "H", "H", "H", "H", "H", "C", "C", "C", "O", "H", "H", "H", "H", "H", "H", "H", "H"], "positions_angstrom": [[1.137, 4.368, -1.707], [0.606, 3.500, -2.917], [1.586, 2.520, -3.234], [1.439, 3.575, -0.964], [0.317, 4.966, -1.253], [1.978, 5.058, -1.846], [0.319, 4.075, -3.827], [-0.286, 2.980, -2.629], [1.798, 2.048, -2.384], [5.312, 1.782, 3.599], [5.152, 0.548, 2.797], [3.733, 0.216, 2.766], [6.341, 1.948, 3.953], [4.674, 1.825, 4.463], [5.007, 2.636, 3.039], [5.672, -0.394, 3.163], [5.483, 0.735, 1.722], [3.480, -0.297, 1.947], [2.098, -3.712, -4.421], [0.663, -3.856, -3.730], [-0.386, -3.327, -4.468], [2.306, -2.667, -4.551], [1.984, -3.957, -5.453], [2.916, -4.275, -3.942], [0.766, -3.337, -2.797], [0.463, -4.944, -3.516], [-0.246, -2.393, -4.690], [-6.349, 1.885, -0.512], [-6.970, 1.766, 0.827], [-6.036, 2.136, 1.918], [-6.061, 2.930, -0.739], [-7.039, 1.536, -1.305], [-5.518, 1.213, -0.702], [-7.311, 0.807, 1.067], [-7.739, 2.526, 1.013], [-6.580, 2.434, 2.654], [1.901, -4.859, -0.959], [2.184, -4.947, 0.531], [1.838, -3.798, 1.287], [2.702, -4.367, -1.521], [0.949, -4.352, -1.087], [1.793, -5.872, -1.317], [3.242, -5.189, 0.722], [1.663, -5.827, 0.940], [2.507, -3.159, 1.098], [1.503, -0.091, -6.491], [0.051, -0.524, -6.472], [-0.075, -1.667, -7.392], [-0.492, -0.786, -5.152], [1.865, 0.027, -7.465], [2.072, -0.902, -6.043], [1.601, 0.700, -5.787], [-0.473, 0.330, -6.912], [0.311, -1.284, -8.351], [-1.124, -2.019, -7.433], [0.588, -2.607, -7.191], [-1.413, -0.541, -5.125], [-2.039, -3.694, 1.141], [-2.228, -4.113, 2.582], [-1.609, -5.475, 2.787], [-1.596, -3.215, 3.516], [-2.902, -3.163, 0.845], [-1.949, -4.529, 0.479], [-1.073, -3.166, 1.119], [-3.213, -4.095, 2.934], [-1.294, -5.691, 3.836], [-0.770, -5.495, 2.127], [-2.376, -6.170, 2.477], [-0.613, -3.365, 3.468], [3.210, -3.993, 5.416], [1.841, -3.375, 5.066], [1.682, -1.937, 4.749], [1.282, -4.159, 4.045], [3.990, -3.768, 4.730], [3.040, -5.084, 5.409], [3.490, -3.602, 6.304], [1.177, -3.658, 5.851], [0.615, -1.767, 4.794], [2.178, -1.677, 3.804], [2.129, -1.240, 5.490], [1.653, -4.052, 3.132], [1.105, 3.169, 3.412], [1.676, 3.428, 1.986], [2.648, 4.658, 2.093], [2.327, 2.306, 1.414], [0.572, 4.037, 3.769], [1.827, 2.780, 4.084], [0.272, 2.455, 3.443], [0.874, 3.635, 1.338], [3.047, 4.878, 1.152], [3.557, 4.464, 2.715], [2.225, 5.540, 2.457], [2.710, 1.686, 2.100], [-2.530, 1.130, -3.208], [-3.734, 1.428, -4.128], [-3.666, 2.873, -4.563], [-3.610, 0.504, -5.240], [-2.450, 0.017, -3.116], [-2.703, 1.587, -2.224], [-1.628, 1.543, -3.691], [-4.660, 1.209, -3.579], [-3.782, 3.397, -3.579], [-4.449, 3.033, -5.233], [-2.703, 3.085, -4.973], [-3.969, 1.003, -5.945], [5.140, -1.622, -1.780], [4.828, -0.617, -0.707], [4.662, 0.772, -1.329], [3.560, -0.972, -0.068], [6.090, -1.431, -2.264], [4.368, -1.491, -2.544], [4.948, -2.606, -1.412], [5.648, -0.618, 0.062], [3.965, 0.744, -2.132], [5.590, 1.144, -1.797], [4.394, 1.503, -0.582], [2.909, -0.252, -0.268], [-2.641, 5.645, 0.922], [-3.447, 4.330, 0.709], [-2.756, 3.321, -0.223], [-3.526, 3.770, 2.072], [-2.868, 6.367, 0.111], [-1.564, 5.461, 1.022], [-2.954, 6.171, 1.877], [-4.482, 4.523, 0.376], [-1.669, 3.369, -0.087], [-2.949, 3.475, -1.339], [-2.978, 2.289, 0.062], [-4.092, 3.018, 2.117], [-3.218, 1.697, 5.512], [-3.527, 0.310, 4.968], [-3.461, 0.310, 3.461], [-2.607, -0.633, 5.514], [-2.317, 2.029, 5.026], [-3.134, 1.562, 6.527], [-3.946, 2.507, 5.295], [-4.567, 0.057, 5.283], [-4.005, 1.181, 3.150], [-3.896, -0.580, 3.006], [-2.427, 0.309, 3.101], [-2.735, -1.435, 5.012], [0.383, -0.584, -2.044], [0.343, 0.284, -0.810], [0.006, -0.588, 0.472], [1.561, 0.968, -0.614], [0.588, -0.055, -2.984], [-0.521, -1.110, -2.119], [1.164, -1.331, -1.932], [-0.382, 1.114, -0.916], [0.085, 0.099, 1.340], [0.535, -1.566, 0.543], [-1.060, -0.881, 0.462], [1.480, 1.564, 0.139]], "homo_energy_ev": -9.3576, "total_energy_ha": -2524.117079, "homo_lumo_gap_ev": 9.816, "de_lowest_kj_mol": 348.6, "spin_multiplicity": 1}

---

{"formula": "C16H27N5O5S", "method": "wB97M-V/def2-TZVPD", "symbols": ["C", "N", "C", "O", "C", "C", "C", "C", "N", "O", "N", "C", "C", "O", "H", "H", "H", "H", "H", "H", "H", "H", "H", "H", "H", "H", "H", "H", "H", "C", "S", "O", "O", "N", "C", "C", "C", "C", "C", "C", "C", "N", "H", "H", "H", "H", "H", "H", "H", "H", "H", "H", "H", "H"], "positions_angstrom": [[-3.546, 0.066, 1.569], [-2.212, 0.511, 1.163], [-1.435, 0.000, 0.203], [-0.330, 0.491, 0.024], [-1.953, -1.146, -0.697], [-0.853, -1.680, -1.638], [-1.270, -2.916, -2.453], [-0.113, -3.534, -3.236], [-0.393, -4.288, -4.276], [1.058, -3.371, -2.943], [-3.126, -0.725, -1.479], [-4.216, -1.463, -1.674], [-5.288, -0.863, -2.553], [-4.373, -2.574, -1.186], [-3.775, 0.449, 2.565], [-4.294, 0.441, 0.869], [-3.597, -1.025, 1.595], [-1.800, 1.295, 1.650], [-2.240, -1.960, -0.032], [-0.549, -0.890, -2.328], [0.008, -1.948, -1.024], [-1.669, -3.676, -1.781], [-2.054, -2.637, -3.156], [-1.341, -4.457, -4.552], [0.401, -4.686, -4.745], [-3.079, 0.177, -1.925], [-6.093, -1.588, -2.672], [-4.867, -0.625, -3.528], [-5.676, 0.040, -2.086], [0.986, 3.010, 4.753], [1.808, 3.166, 3.173], [2.817, 4.223, 3.285], [0.801, 3.407, 2.136], [2.580, 1.642, 3.007], [2.851, 0.942, 1.827], [2.830, -0.451, 1.986], [3.102, -1.312, 0.923], [3.392, -0.786, -0.331], [3.432, 0.596, -0.509], [3.193, 1.486, 0.556], [3.320, 2.974, 0.287], [4.254, 3.289, -0.806], [1.725, 2.814, 5.529], [0.474, 3.949, 4.968], [0.258, 2.201, 4.705], [2.469, 1.082, 3.833], [2.594, -0.887, 2.949], [3.069, -2.388, 1.064], [3.570, -1.448, -1.174], [3.646, 0.981, -1.502], [2.335, 3.386, 0.050], [3.710, 3.472, 1.173], [5.185, 2.940, -0.583], [4.276, 4.294, -0.973]], "homo_energy_ev": -8.0780, "smiles": "CNC(=O)[C@H](CCC(N)=O)NC(C)=O.CS(=O)(=O)Nc1ccccc1CN", "total_energy_ha": -1674.076402, "homo_lumo_gap_ev": 8.321, "spin_multiplicity": 1}

---

{"formula": "C4BrClO2", "method": "wB97M-V/def2-TZVPD", "symbols": ["O", "C", "C", "Br", "C", "C", "Cl", "O"], "positions_angstrom": [[1.297, 2.489, 0.270], [1.085, 1.365, 0.175], [0.928, 0.061, 0.079], [2.573, -0.934, 0.145], [-0.319, -0.639, -0.054], [-1.626, -0.786, -0.441], [-3.047, -0.812, 0.453], [-0.528, -1.937, -0.182]], "homo_energy_ev": -8.2179, "smiles": "O=C=C(Br)C1=C(Cl)O1", "total_energy_ha": -3336.927338, "homo_lumo_gap_ev": 6.916, "de_lowest_kj_mol": 281.6, "spin_multiplicity": 1}

---

{"formula": "C18H41F3N7O5", "method": "wB97M-V/def2-TZVPD", "symbols": ["N", "N", "C", "C", "C", "F", "F", "F", "H", "H", "H", "H", "H", "H", "C", "O", "N", "C", "C", "H", "H", "H", "H", "H", "H", "H", "C", "O", "N", "C", "C", "H", "H", "H", "H", "H", "H", "H", "C", "O", "N", "C", "C", "H", "H", "H", "H", "H", "H", "H", "C", "O", "N", "C", "C", "H", "H", "H", "H", "H", "H", "H", "C", "O", "N", "C", "C", "H", "H", "H", "H", "H", "H", "H"], "positions_angstrom": [[1.893, -0.537, 0.104], [2.710, 0.032, 1.151], [3.735, 0.841, 0.594], [3.283, 1.921, -0.450], [3.625, 3.305, 0.006], [3.052, 4.274, -0.798], [4.961, 3.572, 0.002], [3.173, 3.598, 1.262], [2.421, -0.770, -0.739], [1.122, 0.068, -0.143], [4.570, 0.264, 0.113], [4.199, 1.368, 1.426], [2.215, 1.909, -0.616], [3.833, 1.797, -1.378], [-0.844, -1.658, -1.615], [-0.630, -0.464, -1.586], [-1.791, -2.277, -0.887], [-2.028, -3.701, -0.966], [-2.601, -1.471, 0.004], [-0.263, -2.350, -2.248], [-3.051, -3.871, -1.296], [-1.873, -4.163, 0.015], [-1.342, -4.153, -1.679], [-3.137, -0.705, -0.561], [-1.967, -0.969, 0.736], [-3.316, -2.111, 0.517], [-5.148, -2.654, -3.253], [-4.032, -3.077, -3.008], [-5.395, -1.535, -3.948], [-6.746, -1.083, -4.217], [-4.263, -0.760, -4.436], [-6.064, -3.165, -2.913], [-6.919, -1.028, -5.294], [-6.907, -0.094, -3.783], [-7.461, -1.781, -3.785], [-3.651, -1.367, -5.103], [-3.636, -0.438, -3.605], [-4.629, 0.112, -4.973], [3.342, 5.631, 6.176], [2.830, 6.334, 7.034], [3.333, 5.890, 4.864], [3.971, 5.014, 3.887], [2.661, 7.090, 4.402], [3.872, 4.696, 6.423], [4.748, 5.563, 3.353], [3.238, 4.654, 3.179], [4.425, 4.160, 4.384], [3.112, 7.975, 4.854], [1.608, 7.066, 4.685], [2.743, 7.150, 3.320], [-7.041, -5.214, -4.622], [-8.068, -4.685, -4.239], [-6.937, -5.980, -5.721], [-5.677, -6.573, -6.126], [-8.127, -6.215, -6.520], [-6.085, -5.099, -4.086], [-5.394, -6.221, -7.119], [-5.760, -7.662, -6.148], [-4.897, -6.296, -5.421], [-8.531, -5.269, -6.882], [-8.896, -6.700, -5.918], [-7.874, -6.848, -7.366], [6.575, 1.635, 4.610], [6.202, 2.413, 3.763], [7.134, 1.998, 5.788], [7.557, 1.024, 6.770], [7.308, 3.412, 6.064], [6.480, 0.542, 4.490], [7.018, 1.169, 7.710], [8.629, 1.115, 6.964], [7.352, 0.021, 6.403], [6.345, 3.923, 6.049], [7.943, 3.870, 5.304], [7.766, 3.536, 7.042]], "homo_energy_ev": -1.0392, "total_energy_ha": -1769.491115, "charge": -1, "homo_lumo_gap_ev": 2.769, "spin_multiplicity": 1}